1.
C5H6N2O | the ωB97M-V functional and the def2-TZVPD basis

Geometry (Å):
1 O -0.0674 -2.1543 0.8581
2 C 0.1912 -0.9268 0.6780
3 N 1.4887 -0.2699 0.3866
4 C 1.4318 0.8148 -0.5205
5 C 0.3935 1.3197 -1.1336
6 C -0.8008 0.4667 -0.7992
7 N -2.0154 0.6312 0.0062
8 C -0.7154 0.2633 0.5949
9 H 2.2918 -0.9028 0.2885
10 H 2.4191 1.3613 -0.7903
11 H 0.3686 2.1595 -1.8604
12 H -0.6903 -0.5035 -1.2907
13 H -2.7023 -0.1035 -0.0811
14 H -0.4622 1.0686 1.2021

Output
ΔE to the lowest compared entry with this formula, charge and spin	336.52	kJ/mol
DFT total energy	-378.74277	Ha
gap between HOMO and LUMO	10.102	eV
lowest unoccupied orbital energy	0.88	eV
HOMO level	-9.2	eV
maximum force	4.99	eV/Å
net charge	0

Quick look at the natural (NBO) charges, all values in e: atom 1 (O): -0.57, atom 2 (C): 0.68, atom 3 (N): -0.66, atom 4 (C): -0.01, atom 5 (C): -0.27, atom 6 (C): -0.10, atom 7 (N): -0.54, atom 8 (C): -0.21, atom 9 (H): 0.42, atom 10 (H): 0.22, atom 11 (H): 0.24, atom 12 (H): 0.20, atom 13 (H): 0.38, atom 14 (H): 0.22

2.
C5H6N2O | the ωB97M-V functional and the def2-TZVPD basis

Geometry (Å):
1 C -1.1772 -0.6480 0.4173
2 C -0.8701 0.0546 1.5488
3 C 0.0355 -1.0203 -0.2016
4 C 1.0128 -0.6920 0.7484
5 C 0.3182 3.3161 0.2576
6 N 0.4148 3.1529 -0.9079
7 N 0.1147 -1.5273 -1.4505
8 O 0.4538 0.0374 1.7102
9 H -2.0681 -0.7018 -0.0662
10 H -1.4740 0.1455 2.4153
11 H 2.0903 -0.7388 0.6630
12 H 0.7586 2.6960 -1.7184
13 H -0.6119 -2.1349 -1.6420
14 H 1.0027 -1.9394 -1.7739

Output
ΔE to the lowest compared entry with this formula, charge and spin	252.01	kJ/mol
DFT total energy	-378.77496	Ha
gap between HOMO and LUMO	8.821	eV
lowest unoccupied orbital energy	0.91	eV
HOMO level	-7.9	eV
maximum force	3.49	eV/Å
net charge	0

Quick look at the natural (NBO) charges, all values in e: atom 1 (C): -0.34, atom 2 (C): 0.10, atom 3 (C): 0.07, atom 4 (C): 0.00, atom 5 (C): 0.31, atom 6 (N): -0.75, atom 7 (N): -0.80, atom 8 (O): -0.39, atom 9 (H): 0.21, atom 10 (H): 0.20, atom 11 (H): 0.19, atom 12 (H): 0.44, atom 13 (H): 0.37, atom 14 (H): 0.38

3.
C5H6N2O | the ωB97M-V functional and the def2-TZVPD basis

Geometry (Å):
1 H 2.2692 -2.4102 0.1130
2 N 2.3133 -1.4052 0.0289
3 C 1.4265 -0.5653 -0.1063
4 C 1.5874 0.9200 0.0194
5 C 0.3161 1.2767 -0.0319
6 C -0.5667 0.1702 -0.2540
7 C -1.8948 0.1560 -0.0302
8 O -2.3349 -1.0896 0.0019
9 N 0.0739 -0.9435 -0.3153
10 H 2.4633 1.6293 -0.1427
11 H 0.3294 2.4269 -0.0600
12 H -2.6706 0.7725 -0.7393
13 H -1.8553 0.5680 1.2310
14 H -1.4571 -1.5057 0.2855

Output
ΔE to the lowest compared entry with this formula, charge and spin	372.47	kJ/mol
DFT total energy	-378.72908	Ha
gap between HOMO and LUMO	9.235	eV
lowest unoccupied orbital energy	-0.63	eV
HOMO level	-9.9	eV
maximum force	8.25	eV/Å
net charge	0

Quick look at the natural (NBO) charges, all values in e: atom 1 (H): 0.38, atom 2 (N): -0.58, atom 3 (C): 0.36, atom 4 (C): -0.20, atom 5 (C): -0.27, atom 6 (C): 0.19, atom 7 (C): -0.06, atom 8 (O): -0.70, atom 9 (N): -0.50, atom 10 (H): 0.25, atom 11 (H): 0.24, atom 12 (H): 0.23, atom 13 (H): 0.17, atom 14 (H): 0.49

4.
C5H6N2O | the ωB97M-V functional and the def2-TZVPD basis

Geometry (Å):
1 C -0.7177 -1.0500 1.4114
2 C -0.6875 0.2325 0.3391
3 C 0.8066 0.7649 -0.0699
4 C 1.8827 0.4972 0.9017
5 C -0.0623 -0.0093 -2.4992
6 H -0.5461 -0.4750 2.6012
7 H 0.1227 -1.8388 1.2174
8 H -1.9556 -1.3936 0.9057
9 H -1.7174 1.0083 0.5870
10 H 0.6895 1.9280 -0.3016
11 H 0.7927 0.6066 -2.9106
12 N 2.4145 0.1846 2.0627
13 N 0.0358 -0.1638 -1.0601
14 O -1.0580 -0.2918 -3.1847

Output
ΔE to the lowest compared entry with this formula, charge and spin	707.77	kJ/mol
DFT total energy	-378.60137	Ha
gap between HOMO and LUMO	10.401	eV
lowest unoccupied orbital energy	0.08	eV
HOMO level	-10.3	eV
maximum force	12.21	eV/Å
net charge	0

Quick look at the natural (NBO) charges, all values in e: atom 1 (C): -0.67, atom 2 (C): 0.00, atom 3 (C): -0.23, atom 4 (C): 0.25, atom 5 (C): 0.54, atom 6 (H): 0.26, atom 7 (H): 0.25, atom 8 (H): 0.25, atom 9 (H): 0.26, atom 10 (H): 0.25, atom 11 (H): 0.14, atom 12 (N): -0.28, atom 13 (N): -0.47, atom 14 (O): -0.54

5.
C5H6N2O | the ωB97M-V functional and the def2-TZVPD basis

Geometry (Å):
1 C -2.3161 -0.9715 0.3357
2 C -1.4025 0.1948 -0.0707
3 O -1.8760 1.1886 -0.4278
4 C 0.0429 -0.0362 0.0787
5 N 0.7829 -1.1170 -0.3030
6 C 2.0760 -0.8088 -0.2285
7 C 2.1855 0.5168 0.1888
8 N 0.9658 0.9626 0.2843
9 H -1.7792 -1.8964 -0.2224
10 H -2.0541 -1.1332 1.2556
11 H -3.2419 -0.7008 0.2337
12 H 2.8229 -1.3380 -0.1934
13 H 3.1215 1.2591 0.3557
14 H 0.3828 2.0107 0.3002

Output
ΔE to the lowest compared entry with this formula, charge and spin	269.20	kJ/mol
DFT total energy	-378.76841	Ha
gap between HOMO and LUMO	9.714	eV
lowest unoccupied orbital energy	0.69	eV
HOMO level	-9.0	eV
maximum force	9.93	eV/Å
net charge	0

Quick look at the natural (NBO) charges, all values in e: atom 1 (C): -0.67, atom 2 (C): 0.57, atom 3 (O): -0.54, atom 4 (C): 0.14, atom 5 (N): -0.41, atom 6 (C): -0.08, atom 7 (C): -0.06, atom 8 (N): -0.50, atom 9 (H): 0.24, atom 10 (H): 0.21, atom 11 (H): 0.22, atom 12 (H): 0.18, atom 13 (H): 0.23, atom 14 (H): 0.46

6.
C5H6N2O | the ωB97M-V functional and the def2-TZVPD basis

Geometry (Å):
1 N 2.9969 0.5502 1.7559
2 C 1.9771 0.1322 1.2408
3 C 0.3783 -0.1882 1.4478
4 O 0.3226 -1.2319 1.9396
5 C -0.4662 0.7365 0.7655
6 C -0.5984 0.4825 -0.7115
7 C -0.7577 -0.9319 -1.1823
8 N 0.5410 -0.1763 -1.3666
9 H -0.2487 1.7560 0.8457
10 H -1.3906 0.7134 1.2120
11 H -1.3222 1.0922 -1.1759
12 H -1.4031 -1.1427 -2.0235
13 H -0.7668 -1.8701 -0.5137
14 H 0.7378 0.0781 -2.2338

Output
ΔE to the lowest compared entry with this formula, charge and spin	342.64	kJ/mol
DFT total energy	-378.74044	Ha
gap between HOMO and LUMO	10.524	eV
lowest unoccupied orbital energy	0.21	eV
HOMO level	-10.3	eV
maximum force	6.55	eV/Å
net charge	0

Quick look at the natural (NBO) charges, all values in e: atom 1 (N): -0.33, atom 2 (C): 0.12, atom 3 (C): 0.62, atom 4 (O): -0.43, atom 5 (C): -0.54, atom 6 (C): -0.07, atom 7 (C): -0.27, atom 8 (N): -0.57, atom 9 (H): 0.26, atom 10 (H): 0.24, atom 11 (H): 0.21, atom 12 (H): 0.20, atom 13 (H): 0.21, atom 14 (H): 0.36

7.
C5H6N2O | the ωB97M-V functional and the def2-TZVPD basis

Geometry (Å):
1 C 2.9425 -1.2034 0.9523
2 C 1.9540 -0.6112 0.5954
3 C 0.5936 -0.2725 0.2329
4 N -0.1140 -1.0938 -0.6725
5 C 0.0579 0.9216 0.5211
6 C -1.2901 1.5477 -0.0768
7 N -2.1701 0.6308 -0.5762
8 O -1.5532 2.7341 0.1036
9 H 4.0563 -1.3521 1.2005
10 H -0.7607 -1.8370 -0.0129
11 H 0.5005 -1.7332 -1.2849
12 H 0.6013 1.3813 1.2658
13 H -1.7570 -0.1297 -1.1889
14 H -3.0609 1.0174 -1.0594

Output
ΔE to the lowest compared entry with this formula, charge and spin	286.83	kJ/mol
DFT total energy	-378.76170	Ha
gap between HOMO and LUMO	9.620	eV
lowest unoccupied orbital energy	0.29	eV
HOMO level	-9.3	eV
maximum force	5.28	eV/Å
net charge	0

Quick look at the natural (NBO) charges, all values in e: atom 1 (C): -0.20, atom 2 (C): -0.07, atom 3 (C): 0.08, atom 4 (N): -0.86, atom 5 (C): -0.24, atom 6 (C): 0.66, atom 7 (N): -0.85, atom 8 (O): -0.59, atom 9 (H): 0.26, atom 10 (H): 0.39, atom 11 (H): 0.39, atom 12 (H): 0.22, atom 13 (H): 0.43, atom 14 (H): 0.39

8.
C5H6N2O | the ωB97M-V functional and the def2-TZVPD basis

Geometry (Å):
1 N 3.0638 -0.9194 0.0062
2 C 1.9408 -0.4562 0.0436
3 C 0.7750 0.4435 0.0105
4 O 1.2163 1.6196 -0.0639
5 N -0.4907 0.0806 -0.0582
6 C -1.7280 0.8132 0.0991
7 C -2.5096 -0.4700 -0.0652
8 C -1.1588 -1.2977 -0.0131
9 H -1.7672 1.6939 -0.7367
10 H -1.8820 1.3061 1.0790
11 H -3.0470 -0.2305 0.8604
12 H -3.1635 -0.4013 -0.9870
13 H -0.8409 -1.6848 0.9843
14 H -0.9572 -1.9642 -0.7746

Output
ΔE to the lowest compared entry with this formula, charge and spin	265.42	kJ/mol
DFT total energy	-378.76985	Ha
gap between HOMO and LUMO	10.391	eV
lowest unoccupied orbital energy	0.29	eV
HOMO level	-10.1	eV
maximum force	6.81	eV/Å
net charge	0

Quick look at the natural (NBO) charges, all values in e: atom 1 (N): -0.26, atom 2 (C): 0.18, atom 3 (C): 0.56, atom 4 (O): -0.56, atom 5 (N): -0.39, atom 6 (C): -0.18, atom 7 (C): -0.46, atom 8 (C): -0.19, atom 9 (H): 0.21, atom 10 (H): 0.20, atom 11 (H): 0.24, atom 12 (H): 0.24, atom 13 (H): 0.21, atom 14 (H): 0.21

9.
C5H6N2O2 | the ωB97M-V functional and the def2-TZVPD basis

Geometry (Å):
1 C 1.0986 -0.7529 1.7643
2 C -1.4477 0.8168 0.2974
3 C -0.4431 -1.3905 -1.4616
4 C 0.7493 0.5931 1.6649
5 C -0.1725 0.7909 -0.3123
6 N 1.2151 -1.8653 1.7647
7 N -2.5512 0.9190 0.6560
8 O 0.3297 2.0443 -0.6847
9 O 0.1958 -0.1017 -1.2746
10 H -0.5924 -1.3414 -2.6141
11 H -1.3066 -1.4247 -0.8929
12 H 0.3629 -2.2583 -1.3013
13 H 1.6373 1.1084 1.4586
14 H 0.0575 0.8875 2.4000
15 H 0.8674 1.9747 -1.4644

Output
ΔE to the lowest compared entry with this formula, charge and spin	425.62	kJ/mol
DFT total energy	-453.97209	Ha
gap between HOMO and LUMO	9.111	eV
lowest unoccupied orbital energy	-0.09	eV
HOMO level	-9.2	eV
maximum force	5.05	eV/Å
net charge	0

Quick look at the natural (NBO) charges, all values in e: atom 1 (C): 0.24, atom 2 (C): 0.16, atom 3 (C): -0.25, atom 4 (C): -0.55, atom 5 (C): 0.57, atom 6 (N): -0.34, atom 7 (N): -0.25, atom 8 (O): -0.68, atom 9 (O): -0.51, atom 10 (H): 0.20, atom 11 (H): 0.20, atom 12 (H): 0.22, atom 13 (H): 0.24, atom 14 (H): 0.24, atom 15 (H): 0.50